{"formula": "C73H67BFNO16P", "method": "ωB97M-V with the def2-TZVPD basis set", "elements": ["C", "C", "C", "C", "N", "C", "C", "C", "B", "O", "O", "C", "C", "C", "C", "O", "C", "C", "O", "O", "C", "C", "F", "C", "C", "P", "O", "O", "O", "H", "H", "H", "H", "H", "H", "H", "H", "H", "H", "H", "H", "H", "H", "H", "H", "H", "H", "H", "H", "H", "H", "H", "H", "H", "H", "H", "H", "H", "H", "H", "H", "H", "H", "H", "C", "C", "C", "C", "C", "C", "C", "O", "C", "C", "C", "C", "C", "C", "C", "O", "H", "H", "H", "H", "H", "H", "H", "H", "C", "C", "C", "C", "C", "C", "C", "O", "C", "C", "C", "C", "C", "C", "C", "O", "H", "H", "H", "H", "H", "H", "H", "H", "C", "C", "C", "C", "C", "C", "C", "O", "C", "C", "C", "C", "C", "C", "C", "O", "H", "H", "H", "H", "H", "H", "H", "H", "C", "C", "C", "C", "C", "C", "C", "O", "C", "C", "C", "C", "C", "C", "C", "O", "H", "H", "H", "H", "H", "H", "H", "H"], "coordinates": [[-2.921797, 5.259356, -0.216153], [-3.756215, 4.014229, 0.097683], [-5.197179, 3.974868, -0.508777], [-5.655939, 5.354475, -0.953015], [-5.221452, 2.978893, -1.613410], [-4.477660, 3.165895, -2.612986], [-4.600017, 2.099583, -3.658530], [-4.354320, 2.503788, -5.100713], [-2.922193, 3.186498, -5.266877], [-2.787522, 4.383340, -5.853029], [-1.792614, 2.505000, -4.805825], [-5.975289, 1.490706, -3.245807], [-7.140708, 2.044070, -4.056119], [-7.263996, 3.579342, -4.142177], [-8.730923, 4.003009, -4.293035], [-8.879327, 4.760348, -5.474839], [-10.191107, 5.295747, -5.545083], [-5.863573, -0.033742, -3.555295], [-5.876065, -0.276674, -4.941922], [-7.177199, -0.770881, -5.204794], [-6.000134, 1.719311, -1.720317], [-7.352230, 1.601325, -0.980463], [-7.961950, 0.468022, -1.461396], [-8.286895, 2.814786, -1.009911], [-9.699842, 2.466941, -1.463009], [-4.901709, 0.608518, -0.676481], [-4.743116, 1.226415, 0.616326], [-3.479130, 0.488670, -1.387851], [-5.556288, -0.815206, -0.438635], [-2.774421, 5.453949, -1.273588], [-3.306147, 6.138934, 0.276096], [-1.939600, 5.102109, 0.212889], [-3.177704, 3.153673, -0.216616], [-3.811225, 3.942313, 1.172858], [-5.834651, 3.682763, 0.307967], [-6.719288, 5.342662, -1.159209], [-5.535673, 6.033002, -0.124806], [-5.119998, 5.736876, -1.808485], [-3.804968, 3.995230, -2.750089], [-3.781604, 1.408369, -3.450060], [-4.331064, 1.614591, -5.723649], [-5.083270, 3.196952, -5.498837], [-1.829866, 4.533471, -5.944353], [-1.640646, 2.622470, -3.857672], [-8.049284, 1.641522, -3.627022], [-7.117740, 1.674475, -5.067583], [-6.790830, 3.983115, -5.026215], [-6.838879, 4.105423, -3.297115], [-9.389027, 3.140219, -4.362690], [-8.999402, 4.615670, -3.429361], [-10.428553, 5.501476, -6.579646], [-10.249187, 6.231860, -4.991338], [-10.924918, 4.612714, -5.122971], [-4.932118, -0.442660, -3.198644], [-6.728892, -0.547379, -3.143299], [-7.329886, -0.564867, -6.142683], [-7.128234, 1.386724, 0.056727], [-8.398611, 3.131815, 0.019944], [-7.890653, 3.666818, -1.542286], [-10.237384, 3.364501, -1.731516], [-9.715527, 1.825737, -2.333595], [-10.261811, 1.977747, -0.678290], [-3.098680, -0.391261, -1.213961], [-6.030810, -1.135997, -1.225578], [-1.299040, -3.196830, -12.409643], [-2.677934, -3.021734, -12.465021], [-3.377857, -2.650546, -11.330255], [-2.703447, -2.463241, -10.130651], [-1.320470, -2.660842, -10.070177], [-0.621774, -3.017612, -11.215868], [-0.583430, -2.510691, -8.786024], [0.616218, -2.675053, -8.727950], [-1.360596, -2.158000, -7.562719], [-0.705456, -2.068800, -6.341409], [-1.413507, -1.730621, -5.201997], [-2.777548, -1.468729, -5.279540], [-3.437034, -1.563083, -6.491082], [-2.732638, -1.916991, -7.633880], [-3.466425, -2.047153, -8.924493], [-4.658076, -1.820039, -8.981996], [-0.753598, -3.478819, -13.300273], [-3.205706, -3.173965, -13.396949], [-4.448775, -2.509049, -11.372696], [0.449118, -3.158394, -11.170036], [0.356209, -2.269067, -6.284305], [-0.902429, -1.669620, -4.251285], [-3.326649, -1.199306, -4.387439], [-4.497116, -1.371971, -6.551350], [1.127235, 1.585546, -4.076523], [2.496333, 1.830160, -4.119987], [3.244792, 1.800709, -2.956107], [2.627542, 1.537586, -1.739884], [1.251188, 1.310098, -1.691553], [0.507815, 1.325879, -2.865829], [0.562873, 1.074709, -0.390903], [-0.638361, 0.872834, -0.345154], [1.371995, 1.107329, 0.852864], [0.739032, 0.948512, 2.079676], [1.482126, 0.961193, 3.246938], [2.862562, 1.123402, 3.194657], [3.498228, 1.286924, 1.975327], [2.756778, 1.288761, 0.802040], [3.450968, 1.499274, -0.497492], [4.652359, 1.645015, -0.547922], [0.543836, 1.602580, -4.987298], [2.978102, 2.043195, -5.065002], [4.309344, 1.987202, -2.987786], [-0.558398, 1.139288, -2.827919], [-0.333724, 0.817642, 2.119146], [0.987713, 0.841590, 4.201675], [3.441976, 1.123881, 4.108954], [4.570702, 1.416822, 1.932852], [6.059653, -2.445787, 11.016989], [5.388022, -2.905194, 9.888783], [5.321672, -2.117494, 8.751853], [5.917309, -0.862788, 8.740641], [6.571585, -0.392997, 9.881782], [6.648677, -1.192980, 11.014270], [7.176575, 0.967415, 9.907528], [7.748776, 1.376115, 10.894909], [7.054078, 1.817850, 8.690080], [7.563338, 3.109601, 8.710160], [7.470116, 3.907077, 7.583029], [6.874882, 3.414755, 6.426079], [6.361122, 2.130113, 6.402188], [6.439778, 1.329784, 7.534837], [5.853415, -0.038430, 7.504332], [5.331203, -0.471880, 6.495557], [6.118594, -3.066560, 11.900968], [4.918983, -3.880479, 9.897643], [4.803416, -2.479685, 7.874239], [7.166736, -0.832058, 11.891834], [8.029244, 3.489003, 9.608953], [7.863782, 4.914623, 7.602457], [6.810004, 4.037593, 5.543551], [5.895203, 1.746370, 5.505243], [11.384042, -10.168704, 8.815824], [10.437443, -10.012281, 9.823141], [9.561651, -8.941211, 9.793446], [9.634849, -8.014252, 8.761678], [10.600014, -8.159489, 7.762207], [11.465852, -9.244939, 7.788542], [10.727098, -7.153051, 6.671495], [11.561472, -7.280932, 5.800354], [9.808272, -5.980871, 6.681968], [9.943630, -5.000704, 5.707035], [9.088764, -3.911941, 5.697774], [8.087678, -3.801457, 6.657755], [7.951942, -4.773583, 7.633311], [8.815104, -5.860145, 7.655718], [8.674456, -6.877175, 8.734000], [7.801165, -6.778261, 9.571881], [12.062100, -11.011594, 8.836799], [10.383307, -10.729638, 10.631293], [8.821718, -8.820316, 10.572337], [12.204041, -9.361650, 7.007356], [10.720165, -5.090165, 4.960097], [9.199503, -3.146642, 4.940816], [7.415373, -2.952127, 6.645630], [7.176082, -4.684463, 8.381014]], "forces_ev_per_a": [[0.078, -0.387, 0.269], [0.308, 0.528, -0.456], [1.170, 0.495, 1.091], [-0.575, -0.520, -0.110], [-0.879, 1.380, 0.998], [0.544, -0.810, -2.194], [-0.395, 0.612, 0.365], [0.526, 1.075, -0.163], [-0.370, -1.085, 0.358], [0.562, 0.236, -0.354], [-0.098, 0.364, 0.346], [0.951, -1.759, -1.058], [-0.051, 1.045, 0.645], [-0.773, -0.190, -0.190], [0.541, 0.415, -0.168], [-0.140, -0.079, 0.098], [0.199, 0.254, 0.006], [-0.938, 0.589, -0.198], [0.538, 0.087, -0.094], [-0.953, -0.381, -0.324], [0.613, -0.965, -0.282], [0.263, 1.168, 0.467], [-0.095, -0.461, -0.484], [-0.525, -0.302, 0.400], [-0.072, 0.057, -0.301], [0.436, -0.259, 0.869], [-0.169, 1.217, 1.360], [-0.589, -0.904, -0.680], [-0.155, -0.074, -1.432], [-0.075, 0.112, -0.215], [-0.221, 0.385, -0.079], [0.285, -0.060, 0.019], [-0.127, -0.377, -0.033], [-0.249, -0.170, 0.309], [-0.433, -0.736, -0.146], [-0.209, 0.066, -0.283], [0.205, 0.244, 0.256], [0.180, 0.148, -0.232], [0.038, 0.436, 0.543], [-0.045, -0.249, 0.358], [-0.128, -0.226, -0.076], [-0.304, -0.103, -0.039], [-0.309, 0.377, -0.080], [0.248, -0.228, -0.256], [-0.221, -0.120, 0.130], [0.275, -0.264, -0.243], [0.309, -0.048, -0.190], [0.141, 0.020, 0.199], [-0.199, -0.211, 0.213], [-0.370, 0.012, 0.128], [-0.007, -0.047, -0.224], [-0.001, 0.149, 0.157], [-0.148, -0.214, -0.075], [0.318, -0.146, 0.312], [0.056, -0.231, 0.185], [0.343, 0.026, 0.116], [0.038, -0.057, 0.292], [0.214, 0.293, 0.255], [0.162, -0.044, -0.383], [-0.142, 0.319, 0.032], [-0.014, -0.162, -0.160], [-0.028, -0.199, 0.152], [0.359, 0.378, -0.008], [0.008, -0.332, 0.321], [-0.071, 0.008, -0.005], [0.072, -0.002, 0.003], [-0.052, -0.022, -0.138], [0.137, -0.025, 0.076], [-0.150, 0.039, 0.070], [0.053, -0.041, -0.129], [0.283, -0.063, -0.066], [-0.036, 0.024, 0.026], [-0.146, 0.005, -0.028], [0.097, 0.029, 0.159], [-0.057, 0.060, 0.007], [0.126, -0.007, -0.063], [-0.047, 0.014, 0.113], [0.142, -0.025, -0.066], [-0.265, 0.033, -0.083], [0.007, 0.026, 0.035], [0.000, -0.003, -0.002], [0.002, 0.005, -0.006], [-0.004, 0.040, 0.107], [0.002, 0.008, 0.116], [-0.009, -0.009, -0.124], [0.048, 0.008, 0.053], [-0.020, -0.016, 0.031], [-0.001, -0.047, -0.096], [0.048, -0.019, -0.078], [-0.051, -0.026, 0.045], [0.039, 0.040, -0.156], [-0.144, -0.034, 0.040], [0.045, 0.021, 0.098], [0.014, 0.083, -0.149], [-0.226, -0.035, 0.112], [-0.008, -0.005, -0.175], [0.105, 0.025, -0.075], [-0.054, -0.021, 0.141], [0.066, 0.009, 0.005], [-0.041, 0.004, 0.027], [0.052, 0.010, 0.153], [-0.124, -0.012, -0.058], [0.279, 0.032, 0.042], [-0.021, 0.011, -0.022], [-0.006, -0.015, 0.020], [-0.002, -0.021, -0.004], [0.015, -0.035, 0.122], [0.025, -0.118, 0.135], [-0.002, -0.013, -0.108], [0.007, -0.011, 0.005], [-0.001, -0.036, 0.004], [-0.001, 0.011, -0.116], [-0.027, -0.021, -0.039], [0.037, 0.037, 0.036], [-0.064, -0.214, 0.053], [0.062, 0.100, 0.064], [-0.045, -0.003, -0.132], [-0.016, -0.110, 0.103], [0.137, 0.070, 0.232], [-0.016, 0.005, -0.020], [-0.084, -0.081, -0.092], [0.053, 0.150, -0.026], [-0.026, -0.026, -0.059], [0.016, 0.020, 0.042], [-0.002, 0.131, -0.086], [0.038, -0.024, 0.122], [-0.113, -0.105, -0.196], [-0.001, 0.047, -0.029], [0.005, -0.009, -0.003], [0.015, -0.010, 0.003], [0.040, 0.115, -0.076], [0.017, 0.108, -0.047], [-0.004, -0.113, 0.056], [0.007, 0.001, -0.003], [0.006, 0.004, 0.000], [-0.019, -0.107, 0.047], [-0.041, 0.007, 0.046], [0.039, -0.007, -0.052], [0.012, -0.121, 0.099], [0.084, 0.041, -0.113], [-0.118, 0.067, 0.072], [0.087, -0.123, 0.034], [0.189, -0.046, -0.189], [-0.017, 0.007, 0.012], [-0.067, -0.011, 0.115], [-0.014, 0.136, -0.103], [-0.046, -0.011, 0.049], [0.038, 0.020, -0.042], [-0.114, 0.197, -0.043], [0.109, -0.084, -0.054], [-0.194, 0.010, 0.206], [0.016, 0.009, -0.018], [0.002, -0.002, 0.002], [-0.003, -0.007, -0.003], [-0.054, 0.091, -0.058], [-0.026, 0.108, -0.048], [0.032, -0.116, 0.039], [-0.004, 0.000, -0.005], [-0.007, -0.003, -0.004], [0.055, -0.099, 0.077]], "homo_lumo_gap_ev": 6.991, "molar_mass_g_mol": 1275.1, "total_charge": 1, "lumo_energy_ha": -0.13090}